Entry 1:
Molecular formula: C5H13NO
Method: DFT, wB97M-V/def2-TZVPD

The geometry in ORCA input format:
```
! RIJCOSX wB97M-V def2-TZVPD def2/J DEFGRID3
* xyz 0 1
C -1.13642 -1.81297 -1.18256
C -0.25467 -0.95945 -2.04673
N -0.61838 0.29832 -2.44841
O 0.84077 -1.36687 -2.38543
H -0.52585 -2.11087 -0.33119
H -1.38995 -2.74761 -1.67560
H -2.03159 -1.35407 -0.80086
H 0.09356 0.96698 -2.68121
H -1.47733 0.73063 -2.22547
C 1.19683 0.41128 0.37048
C 0.10866 1.10269 1.19502
C 0.27010 0.80934 2.68833
H 1.40625 -0.61667 0.64435
H 1.10436 0.58130 -0.69224
H 2.10538 1.02509 0.49607
H 0.09670 2.16159 0.93302
H -0.87547 0.74856 0.86374
H -0.66943 0.45618 3.10570
H 1.00508 0.05325 2.93278
H 0.75141 1.62329 3.24020
*
```

## Properties
E_LUMO in eV: 0.84
Energy above the lowest of the compared OMol25 structures with the same formula, charge and spin in kcal/mol: 13.7
Gap between HOMO and LUMO in eV: 10.65
HOMO energy in eV: -9.815
Structure (SMILES): CC(N)=O.CCC

Charges obtained by natural (NBO) population analysis, quoted in units of e: -0.7178, 0.6754, -0.8267, -0.6162, 0.2480, 0.2454, 0.2119, 0.3998, 0.3828, -0.6108, -0.4029, -0.6229, 0.2103, 0.2093, 0.2019, 0.1998, 0.1829, 0.2107, 0.2073, 0.2117


Entry 2:
Molecular formula: C33H73F6N3O9P
Method: DFT, wB97M-V/def2-TZVPD

The geometry in ORCA input format:
```
! RIJCOSX wB97M-V def2-TZVPD def2/J DEFGRID3
* xyz 1 1
C -7.05426 4.50168 -6.57058
C -6.82810 2.97276 -7.05491
C -7.82674 2.06815 -6.16513
C -7.82342 0.57944 -6.83652
C -6.91630 -0.33364 -5.86029
C -5.34218 -0.06614 -6.03635
C -4.57122 -1.45104 -5.78175
C -3.33043 -1.31370 -4.73801
C -3.30920 -2.72296 -3.93539
C -2.05476 -2.73986 -2.90093
N -2.25234 -3.71854 -1.77533
C -3.09840 -4.92520 -2.11110
C -1.72873 -3.55687 -0.56913
N -1.91585 -4.51726 0.52071
C -3.26347 -4.46944 1.10196
F -3.25277 -4.17851 2.49190
F -4.11371 -3.50593 0.52119
C -4.06939 -5.87874 0.99119
F -5.09057 -5.81532 0.01540
F -4.73430 -6.18733 2.19175
F -3.18861 -6.94330 0.75361
N -0.88457 -2.37629 -0.37255
P 0.82823 -2.75217 -0.18500
O 1.59623 -1.44023 -0.48345
C -1.39729 -1.45272 0.66792
F -1.46412 -2.00953 1.98434
C -2.78053 -0.74022 0.20550
C -2.53532 0.85475 0.18002
H -7.92335 4.94272 -7.15414
H -7.31668 4.45633 -5.46219
H -6.07782 5.06932 -6.75676
H -7.13864 2.81575 -8.13669
H -5.77493 2.61379 -6.82511
H -8.87258 2.51043 -6.11739
H -7.40079 2.01015 -5.11332
H -8.90771 0.23695 -6.81221
H -7.40289 0.62216 -7.89590
H -7.10245 -1.42867 -6.15697
H -7.24816 -0.15970 -4.78267
H -5.13086 0.26322 -7.10984
H -4.96968 0.77132 -5.35366
H -4.24237 -1.91277 -6.77520
H -5.29878 -2.18006 -5.26928
H -3.44242 -0.41788 -4.04952
H -2.39236 -1.22346 -5.37967
H -4.28901 -2.75938 -3.34846
H -3.19962 -3.55934 -4.69300
H -1.93066 -1.66677 -2.56309
H -1.15565 -3.13184 -3.49989
H -4.20445 -4.65849 -2.10286
H -2.74517 -5.29188 -3.14091
H -2.91491 -5.79308 -1.39918
H -1.22695 -4.37461 1.27764
H 1.20292 -3.21995 1.11252
H 1.22199 -3.66432 -1.23942
H -0.63857 -0.59124 0.72600
H -3.51257 -0.92540 1.06980
H -3.17165 -1.14847 -0.77823
H -1.54285 1.09204 -0.34643
H -3.36645 1.41062 -0.36691
H -2.42011 1.27510 1.24051
C -1.06490 -3.81887 -9.29589
O -0.02793 -4.71691 -8.92417
C 0.32378 -4.60074 -7.54943
C -0.26379 -5.74377 -6.73115
O -1.68562 -5.64898 -6.65464
C -2.33517 -6.56950 -7.52374
H -1.40443 -4.08673 -10.29664
H -1.91468 -3.87927 -8.61047
H -0.67967 -2.79585 -9.31800
H 0.01403 -3.63006 -7.14599
H 1.41535 -4.65481 -7.49492
H 0.11510 -5.67198 -5.70556
H 0.04339 -6.71303 -7.13584
H -2.22530 -7.58705 -7.13650
H -1.93618 -6.51498 -8.53873
H -3.39658 -6.31919 -7.55301
C 5.70430 0.62062 3.53330
O 5.30888 -0.30816 2.53078
C 3.91588 -0.23452 2.24229
C 3.65941 0.50661 0.93639
O 3.98249 1.89035 1.05543
C 5.22304 2.21041 0.44112
H 6.79320 0.63844 3.57168
H 5.34634 1.62898 3.31165
H 5.32420 0.29895 4.50681
H 3.36816 0.22965 3.06997
H 3.55855 -1.26457 2.13735
H 2.59218 0.44876 0.70433
H 4.20845 0.04472 0.10980
H 5.12060 2.16725 -0.64792
H 6.01900 1.53586 0.76484
H 5.49172 3.22824 0.72703
C 8.74936 3.99192 8.06323
O 7.85056 3.06619 8.65880
C 6.56582 3.08384 8.04134
C 6.38173 1.88828 7.11588
O 7.23015 1.98209 5.97351
C 8.36152 1.12823 6.07198
H 9.74800 3.79717 8.45553
H 8.77412 3.88600 6.97562
H 8.46081 5.01273 8.32864
H 6.40190 4.02439 7.50424
H 5.82616 3.02245 8.84554
H 5.35078 1.88657 6.74612
H 6.54830 0.94859 7.65245
H 8.05157 0.08498 5.95181
H 8.87866 1.25284 7.02600
H 9.05143 1.38312 5.26609
C 2.90770 5.87832 7.90189
O 3.51476 5.40192 9.09464
C 4.72428 6.09304 9.40069
C 4.51319 7.10741 10.51718
O 3.68847 8.18705 10.08587
C 2.35972 8.08127 10.57719
H 1.91112 5.44121 7.82914
H 2.81250 6.96708 7.90601
H 3.49421 5.56187 7.03466
H 5.13794 6.57361 8.50739
H 5.44223 5.34032 9.74103
H 5.48288 7.53747 10.78821
H 4.09714 6.62714 11.40863
H 2.34268 8.29139 11.65120
H 1.93715 7.09181 10.38709
H 1.74767 8.82539 10.06559
*
```

## Properties
E_LUMO in eV: -4.58
Gap between HOMO and LUMO in eV: 5.63
HOMO energy in eV: -10.209

Löwdin atomic charge list, values in e, 99 entries: -0.1267, -0.2564, -0.2246, -0.1940, -0.2199, -0.2054, -0.1992, -0.1820, -0.1813, -0.1026, -0.0128, 0.0214, -0.2357, 0.1953, -0.3200, 0.0970, 0.0915, -0.3360, 0.0930, 0.1153, 0.1038, -0.1370, 0.7775, -0.4300, -0.3053, -0.0251, -0.1484, -0.0980, 0.0761, 0.0706, 0.0729, 0.1050, 0.0904, 0.1102, 0.0983, 0.1039, 0.1061, 0.1053, 0.1121, 0.1118, 0.1070, 0.1212, 0.0960, 0.1095, 0.1179, 0.1197, 0.1168, 0.1241, 0.1569, 0.1220, 0.1311, 0.1024, 0.1500, 0.0436, 0.0508, 0.1521, 0.1256, 0.0967, 0.0875, 0.0864, 0.0982, -0.1046, -0.1841, -0.2017, -0.2017, -0.2206, -0.1025, 0.0936, 0.0768, 0.0891, 0.1189, 0.1270, 0.1151, 0.1290, 0.0901, 0.0886, 0.0895, -0.1049, -0.1871, -0.2034, -0.2137, -0.1920, -0.1085, 0.0845, 0.0906, 0.0858, 0.1255, 0.1106, 0.0940, 0.1247, 0.0871, 0.0845, 0.0900, -0.1053, -0.1893, -0.2043, -0.1958, -0.2115, -0.1118